1.
A 8-piece molecular cluster, C29H61Br2N8O10S overall at a distorted geometry, computed with ωB97M-V/def2-TZVPD.

XYZ file:
```
111
Properties=species:S:1:pos:R:3
C 2.08115 3.74568 -1.09068
C 1.39094 2.42706 -0.57475
O 0.67800 1.78610 -1.63400
C -0.74265 2.05107 -1.57601
C -1.39935 0.61762 -1.48808
C -0.94061 -0.13061 -0.17252
O -0.68923 -1.34748 -0.28929
O -0.77826 0.45859 0.94062
N -2.87126 0.59612 -1.76533
S -3.78166 -0.60946 -0.93567
C -3.49926 1.85740 -1.86667
Br -3.86826 2.44037 -3.73491
C -3.87424 2.68815 -0.88509
C -4.56312 4.05130 -1.03942
Br -3.49316 2.18491 0.96645
H 1.36158 4.46498 -1.54096
H 2.85907 3.49049 -1.85283
H 2.60773 4.25241 -0.25096
H 0.81427 2.56727 0.36211
H 2.24564 1.73983 -0.31148
H -0.97826 2.52818 -2.56389
H -1.02453 2.71093 -0.72998
H -0.91111 0.05117 -2.32091
H -4.70060 -0.05279 -0.08669
H -3.90337 4.90234 -0.74819
H -5.42881 4.06052 -0.32858
H -4.98695 4.23904 -2.04402
C 5.48428 2.52965 -3.68323
O 5.04409 3.65218 -3.51830
N 4.84904 1.52962 -4.32964
C 5.44153 0.21586 -4.48231
C 3.52989 1.78232 -4.88632
H 6.47545 2.23383 -3.29948
H 5.54135 -0.01225 -5.54780
H 4.79123 -0.52669 -4.01108
H 6.42749 0.17468 -4.01469
H 3.59362 2.59641 -5.61163
H 2.85004 2.08245 -4.08638
H 3.14800 0.88688 -5.37303
C 8.98411 -1.60683 -3.94751
O 8.14970 -0.73948 -3.77001
N 8.94565 -2.52669 -4.93539
C 9.97440 -3.53516 -5.09064
C 7.83479 -2.50137 -5.87139
H 9.86452 -1.71030 -3.29178
H 10.44083 -3.42692 -6.07256
H 9.52261 -4.52665 -5.01252
H 10.73772 -3.43054 -4.32073
H 7.81160 -1.53513 -6.37861
H 6.89852 -2.62882 -5.32484
H 7.94096 -3.29769 -6.60557
C -7.36851 -1.66040 0.03836
O -7.08254 -0.50669 -0.22189
N -8.03353 -2.49978 -0.79226
C -8.34075 -3.86327 -0.41811
C -8.44726 -2.01317 -2.09506
H -7.09819 -2.12457 0.99940
H -7.87320 -4.54794 -1.13066
H -9.42472 -4.00804 -0.43567
H -7.96844 -4.08147 0.58248
H -7.56785 -1.69184 -2.65663
H -9.10975 -1.15441 -1.96700
H -8.96652 -2.79736 -2.64431
C -6.67172 -1.63901 3.78689
O -6.57124 -2.66448 3.12799
N -5.64709 -0.86496 4.18235
C -5.85073 0.33569 4.96370
C -4.28849 -1.24353 3.81441
H -7.65278 -1.25914 4.11976
H -5.45940 1.19407 4.41292
H -5.31850 0.24175 5.91340
H -6.91079 0.49336 5.16312
H -4.21163 -1.28372 2.72577
H -4.07196 -2.23165 4.21774
H -3.57298 -0.52348 4.20512
C -2.41811 -4.52110 5.36624
O -2.89534 -3.41573 5.53216
N -2.99027 -5.51041 4.64513
C -2.36646 -6.80670 4.48626
C -4.27466 -5.26081 4.00813
H -1.44825 -4.80883 5.80611
H -2.19179 -6.99548 3.42452
H -3.02952 -7.57828 4.88648
H -1.41502 -6.84565 5.01561
H -4.18062 -4.42247 3.31678
H -5.01174 -4.99972 4.76966
H -4.60559 -6.14529 3.46666
C 4.31594 0.34983 1.14442
O 3.65803 1.33810 1.38288
N 5.38149 0.30812 0.30662
C 6.12054 -0.91151 0.06172
C 5.79154 1.52683 -0.36759
H 4.08601 -0.62665 1.60331
H 7.16386 -0.76811 0.35696
H 6.07704 -1.15345 -1.00351
H 5.69960 -1.73904 0.63191
H 6.04677 2.28417 0.37654
H 4.96196 1.89797 -0.97268
H 6.65353 1.33480 -1.00513
C 0.82469 5.55498 2.25680
O 0.11069 5.19672 1.34543
N 0.73523 5.09793 3.52677
C 1.60635 5.56462 4.58228
C -0.27691 4.10107 3.82660
H 1.62324 6.30488 2.11639
H 2.16571 4.71872 4.98968
H 1.00394 6.01549 5.37589
H 2.30907 6.30664 4.20392
H -0.10544 3.21795 3.20733
H -1.26061 4.50937 3.58580
H -0.24138 3.82449 4.87926
```

Output
- net charge = -1
- LUMO (eV) = 1.65
- E (Ha) = -7878.22366
- HOMO energy (eV) = -3.7408
- orbital gap (Eh) = 0.19816

***

2.
C29H61CaN7OSi as an isolated structure at a distorted geometry, computed with ωB97M-V/def2-TZVPD.

XYZ file:
```
100
Properties=species:S:1:pos:R:3
Ca -0.35215 0.38248 -0.10672
C 4.96936 2.03744 -0.11472
N 3.93842 2.10802 -1.13570
C 4.43212 2.27192 -2.50038
C 3.16034 2.17464 -3.31487
N 2.37103 1.28291 -2.48304
C 1.05169 0.94538 -2.97160
C 2.74908 1.39969 -1.16477
N 2.04703 0.91209 -0.19922
C 2.53510 0.88149 1.17069
C 1.59501 0.04281 2.03957
N 0.27674 0.65674 2.19039
C -0.15920 1.23461 3.25097
N -1.48669 1.57396 3.33464
C -2.38249 1.55399 2.19517
C -1.72170 2.46784 4.45060
C -0.57799 2.07314 5.36178
N 0.45185 1.66441 4.41112
C 1.69307 1.17884 4.98298
H 5.73195 2.77029 -0.37457
H 5.45173 1.05573 -0.06731
H 4.58767 2.30345 0.86547
H 5.12528 1.46310 -2.76200
H 4.94636 3.22473 -2.61346
H 3.31473 1.75189 -4.30583
H 2.67196 3.15097 -3.42138
H 1.15339 0.50436 -3.96290
H 0.38779 1.81443 -3.02213
H 0.56257 0.18070 -2.36903
H 2.58394 1.89539 1.58887
H 3.52894 0.42944 1.24026
H 2.05104 -0.19796 2.99821
H 1.45192 -0.91794 1.52284
H -2.45840 0.54190 1.78922
H -2.10005 2.25482 1.41098
H -3.38024 1.82451 2.53259
H -2.69737 2.29347 4.89893
H -1.65184 3.51966 4.14694
H -0.86611 1.23288 6.00564
H -0.22135 2.89216 5.98460
H 1.88818 1.75178 5.88712
H 2.53103 1.34844 4.31033
H 1.65523 0.11994 5.25782
C 0.01623 4.84597 -1.40844
C -1.32597 4.14533 -1.18531
C -1.99213 4.81840 0.03772
C -2.22305 4.34162 -2.42498
C -1.03924 2.69482 -0.87072
H -0.14449 5.90942 -1.59239
H 0.54652 4.43345 -2.27241
H 0.67066 4.74602 -0.53394
H -2.15342 5.88163 -0.15594
H -1.34606 4.73532 0.91904
H -2.94784 4.34906 0.25980
H -2.33033 5.40716 -2.64299
H -3.21438 3.92258 -2.26989
H -1.78480 3.86671 -3.30966
H -0.26563 2.73391 -0.04543
O -3.10537 2.14543 -0.94530
N -1.99489 1.64164 -1.10238
C 2.08994 -3.01601 -0.36944
C 0.87067 -3.49485 -1.17854
C 0.82765 -5.02619 -1.13175
C 1.17921 -3.10967 -2.62959
Si -0.74192 -2.53961 -0.54113
C -1.36580 -3.42747 1.11118
C -2.10517 -4.75864 0.93824
C -0.19517 -3.66503 2.07791
C -2.30223 -2.45957 1.86289
C -2.13284 -2.76885 -1.91159
C -3.49853 -2.38454 -1.32983
C -2.26103 -4.16750 -2.53030
C -1.88432 -1.76925 -3.05563
H 3.00209 -3.50892 -0.73813
H 2.01284 -3.23331 0.69913
H 2.23446 -1.93687 -0.47790
H 1.75053 -5.44445 -1.55859
H -0.01038 -5.43198 -1.70815
H 0.74295 -5.41356 -0.11874
H 2.16566 -3.50157 -2.91647
H 1.21256 -2.02402 -2.76364
H 0.45393 -3.51085 -3.33735
H -1.50963 -5.50903 0.41391
H -3.03760 -4.63792 0.38401
H -2.36747 -5.17692 1.92029
H 0.50255 -4.42346 1.73273
H -0.58033 -3.99920 3.05143
H 0.36950 -2.74486 2.25281
H -3.16986 -2.14836 1.28313
H -1.76180 -1.55108 2.16411
H -2.67394 -2.93402 2.78252
H -3.85750 -3.09782 -0.58700
H -4.24490 -2.34836 -2.13397
H -3.48335 -1.39328 -0.86386
H -2.43910 -4.94710 -1.78614
H -1.36745 -4.45326 -3.09027
H -3.10258 -4.18939 -3.23635
H -1.89908 -0.73576 -2.69654
H -2.68751 -1.85220 -3.80071
H -0.93986 -1.93426 -3.57758
```

Output
- LUMO (eV) = 0.21
- E (Ha) = -2567.14192
- HOMO energy (eV) = -6.0661
- orbital gap (Eh) = 0.23064

***

Q: Among the records above, which one has the lowest E?
A: C29H61Br2N8O10S

***

Q: Number 2 is which compound?
A: C29H61CaN7OSi

***

Q: Which of these has the lowest LUMO?
A: C29H61CaN7OSi